ORCA calculation (ωB97M-V/def2-TZVPD) on an isolated molecule of C4H10N4O3 at a distorted geometry.

```
21
Properties=species:S:1:pos:R:3:forces:R:3
H 1.61029 1.20282 1.66414 0.13 0.30 1.49
C 0.90365 0.40845 1.52718 -0.70 -2.25 1.71
N 0.36938 0.76340 0.27132 -0.63 -1.50 -1.93
C -0.72324 0.06817 -0.31352 -2.29 1.11 -0.65
N -2.23780 -1.66398 0.79369 3.68 -3.35 -0.37
O -0.08257 -2.06426 0.18275 -0.11 -1.21 -0.08
H 1.41089 -0.62023 1.76950 -0.33 1.47 -1.67
H -2.18412 -2.66837 1.03843 -0.28 1.02 -0.08
O -1.93919 1.60437 1.00851 0.12 3.92 5.75
C -1.04226 -1.32210 0.21739 0.54 0.45 1.13
N -1.92566 0.89313 0.05200 3.14 -2.50 -4.36
H -0.06182 -0.91110 -1.82919 -0.63 1.10 -0.84
H 2.09679 0.62798 -0.88607 -1.00 1.22 0.10
O -2.93899 0.67361 -0.61993 -3.51 -0.65 -1.96
H 0.77462 1.61384 -1.55931 -0.16 0.88 -0.51
H 0.01858 0.24319 2.19049 0.82 1.20 0.20
H 1.79463 2.19191 -0.06766 -0.41 0.25 -0.71
N -0.62148 -0.01580 -1.79709 -0.67 -2.07 0.17
C 1.27385 1.41440 -0.64430 2.31 -1.95 0.95
H -3.08872 -1.25414 0.93483 -2.06 2.00 -0.16
H -1.57076 -0.21680 -2.30706 2.04 0.55 1.82
```
Forces are in eV/Å.

The multiplicity is 3. For the LUMO energy (spin up / spin down), the calculation gives 0.77 / -3.12 eV. The orbital gap (spin up / spin down) is 7.30 / 5.65 eV. As for the expectation value of S²: 2.0123.

=====

ORCA calculation (ωB97M-V/def2-TZVPD) on a structure of composition C22H22F6GaN3O7S2.

```
63
Properties=species:S:1:pos:R:3:forces:R:3
C -1.36434 4.40440 3.10337 0.02 -0.02 0.02
C 3.78391 -1.77336 0.55204 0.03 0.06 -0.06
C 2.20189 -3.35981 -0.33889 -0.02 -0.03 -0.12
C -1.38987 -3.08019 0.16910 0.01 0.03 0.02
N 0.64719 0.20854 -3.66986 0.00 -0.12 0.27
O -1.83939 0.41946 -3.22204 -0.11 0.01 -0.03
H -2.34584 -1.03235 1.73915 0.00 -0.02 0.02
H -2.02192 6.21765 4.03406 0.00 0.00 0.00
H -3.83783 -2.97776 -1.07003 -0.01 0.00 0.00
C -3.55106 4.71046 4.05877 0.01 0.01 0.02
H -2.07333 -3.85772 0.52306 0.00 -0.01 -0.01
H 2.33794 -4.35791 -0.75384 -0.01 0.01 -0.02
C -2.96814 2.61397 3.03536 -0.01 0.01 -0.01
F 3.33609 1.47735 -4.10260 0.01 0.00 -0.01
S 1.53207 0.48933 -2.45965 -0.15 0.07 -0.23
F -0.95233 -3.38022 -5.48826 0.11 -0.05 -0.01
C 5.13575 -1.50419 0.50524 0.01 0.00 0.01
C -3.88798 3.41362 3.69877 0.00 0.00 0.00
H -3.70014 -2.05569 1.22216 -0.01 0.01 -0.01
C 2.56769 1.87589 -3.08472 -0.03 0.04 -0.01
C 2.85613 -0.73602 0.83745 -0.02 0.00 0.13
H 6.70979 -0.04471 0.68800 0.00 0.00 0.00
O 1.57084 -1.01576 0.93877 0.13 -0.10 -0.15
C 5.64373 -0.22526 0.73953 0.01 0.00 -0.01
O -1.16752 1.11854 1.54912 0.00 0.01 -0.07
O 0.86542 1.16749 -1.30359 0.19 -0.16 0.16
C -2.16698 -1.84439 -0.27908 0.09 -0.03 -0.09
C -1.70076 3.10317 2.74046 0.02 -0.03 0.00
F -2.81453 -2.42727 -4.90336 -0.09 -0.05 0.03
H -0.70001 -2.82851 0.98054 -0.02 -0.01 0.02
C 2.52861 1.64584 1.46674 0.00 -0.08 0.13
O 3.42797 -3.06931 0.34466 -0.02 -0.03 0.15
N 1.25385 1.57900 1.43190 0.06 0.11 -0.12
H -3.66978 -1.35601 -1.77263 -0.02 0.01 0.00
H 5.12621 1.80158 1.19656 0.00 0.00 0.01
H 2.01633 -2.64834 -1.14264 0.00 -0.02 0.02
C -2.22197 -3.72452 -4.96780 -0.06 0.07 -0.05
H -2.59326 -2.65638 -2.27299 -0.01 -0.03 0.00
C -2.98154 -1.29947 0.89311 0.04 0.02 0.01
F 3.37518 2.30940 -2.10591 0.02 0.01 0.01
H 5.79469 -2.32925 0.26372 0.00 0.00 -0.01
H -4.27073 5.33706 4.57209 0.00 0.00 0.00
C -0.72148 2.21139 2.05424 -0.02 0.08 0.06
N 0.53093 2.58748 2.04159 -0.02 -0.03 -0.11
C -2.28690 5.20422 3.75736 -0.02 0.01 0.00
C 4.76762 0.79445 1.01540 -0.01 0.01 -0.03
H 2.98638 2.54047 1.89099 -0.01 -0.02 0.04
O -0.44947 -1.22781 -1.90972 -0.19 -0.13 -0.22
Ga 0.18083 0.14156 0.35850 -0.16 0.17 0.22
H 1.36341 -3.35353 0.35000 0.03 -0.02 -0.02
H -3.53181 -0.40167 0.60082 -0.01 0.00 0.00
F 1.83430 2.91108 -3.49721 -0.02 0.03 0.00
H -1.79449 0.10493 -1.10236 -0.08 -0.07 0.04
H -4.87050 3.02281 3.93348 -0.01 0.00 -0.01
C -3.11891 -2.22944 -1.41757 0.02 0.01 0.02
S -0.82553 -0.60254 -3.44127 0.41 0.20 0.13
C 3.38613 0.55558 1.06109 -0.03 0.03 -0.05
H -3.21273 1.60359 2.73536 0.00 0.00 -0.01
O 2.50260 -0.49127 -2.04666 0.03 0.05 -0.05
F -2.84715 -4.20603 -6.16166 -0.07 -0.11 -0.04
C -1.20084 -0.75719 -0.77190 -0.02 0.13 0.06
H -0.37348 4.76655 2.86611 0.00 0.01 0.00
H -0.81091 -3.48299 -0.66245 -0.01 -0.02 -0.01
```
Forces are in eV/Å.

The multiplicity is 1. For the LUMO energy, the calculation gives 4.04 eV. The orbital gap is 5.27 eV. As for the net charge: -2.

=====

ORCA calculation (ωB97M-V/def2-TZVPD) on an isolated molecule of C7H9N4OP at a distorted geometry.

```
22
Properties=species:S:1:pos:R:3:forces:R:3
N -3.32854 0.65207 0.77446 -2.97 0.98 -0.28
C -1.65212 1.19001 -0.52121 -1.12 1.86 -2.37
C 2.49003 -0.78759 1.09659 -1.39 1.79 1.81
O -0.24741 -1.96740 1.26871 0.82 2.28 -4.28
H 0.95083 -1.78983 -1.68661 1.16 0.18 -1.73
C -2.41046 -0.18722 0.95141 1.18 -2.55 2.87
C -0.09785 -1.60781 -1.71486 -0.58 0.79 2.54
C 3.05145 1.24734 0.58322 -0.56 1.22 -0.99
H -2.41126 -1.02005 1.73779 0.21 1.41 -1.58
N 3.36945 0.15217 1.30200 1.64 -1.20 -0.18
H 1.21751 1.73115 -0.49554 -0.83 0.70 -0.85
N -1.30261 0.11714 0.19016 0.51 -1.01 0.82
H 2.38073 -1.61327 1.81869 -0.16 0.14 -1.14
H -0.64500 -0.89333 -2.37784 1.15 -0.67 0.31
P -0.04316 -0.97483 0.05988 -1.93 -4.31 3.92
N 1.37712 -0.17697 0.42094 1.18 -1.08 -0.65
H -1.07779 1.54499 -1.34287 0.56 0.32 -0.26
H -0.53150 -2.60184 -1.68097 -0.50 0.08 0.05
C -2.95052 1.50042 -0.23165 0.27 0.55 0.30
H 3.68709 2.16766 0.45793 -0.74 -1.34 0.44
C 1.81706 1.04510 0.01316 1.24 0.50 0.92
H -3.64304 2.27211 -0.62338 0.89 -0.63 0.32
```
Forces are in eV/Å.

The multiplicity is 1. The SMILES is CP(=O)(n1ccnc1)n1ccnc1. For the LUMO energy, the calculation gives 0.47 eV. The orbital gap is 9.94 eV.

=====

ORCA calculation (ωB97M-V/def2-TZVPD) on an isolated molecule of C3H3BrO at a distorted geometry.

```
8
Properties=species:S:1:pos:R:3:forces:R:3
H -0.89467 0.24001 -0.53528 1.47 -0.44 -0.52
C 0.16404 0.05750 -0.17008 -3.66 -0.28 2.11
H -0.09976 -0.17229 0.89201 0.32 -1.32 -0.47
C 1.03719 -0.81878 -0.85810 0.87 -0.41 -0.64
C 1.88209 -1.39159 -1.62997 -0.05 1.23 1.49
Br 2.31304 -2.34901 -3.07547 0.08 -0.80 -1.09
H 0.52063 0.98072 0.14208 1.50 2.22 -0.80
O 2.74796 -0.79815 -0.76079 -0.53 -0.19 -0.09
```
Forces are in eV/Å.

The multiplicity is 1. The SMILES is CC1=C(Br)O1. For the LUMO energy, the calculation gives 0.76 eV. The orbital gap is 9.02 eV.

=====

ORCA calculation (ωB97M-V/def2-TZVPD) on a structure of composition C34H38CaClN7O5SSeSi.

```
89
Properties=species:S:1:pos:R:3:forces:R:3
C 5.79611 1.61256 0.49821 -0.04 0.05 0.08
C 0.73642 -3.30104 3.13771 -0.08 0.04 0.14
C -1.24191 -0.41803 2.37887 -0.15 -0.04 -0.08
H -1.10036 -3.57441 6.48601 0.00 0.00 0.00
H -3.06698 -3.16896 1.94172 0.00 -0.01 -0.01
H -4.66763 -0.01936 2.47862 -0.01 0.00 -0.01
H 1.40670 3.32363 -3.81065 -0.01 -0.02 -0.01
N -1.05224 -3.66796 1.85133 0.04 -0.01 0.03
C -2.42012 -3.88935 1.43954 0.00 0.01 0.02
C -2.59730 -0.28488 1.92314 -0.11 0.02 0.04
H 6.86477 -0.33442 -0.84948 0.00 0.00 -0.02
H -2.69482 3.42099 -2.63160 -0.01 0.00 0.02
C -1.76852 3.65559 -3.16133 0.05 0.03 -0.01
O -1.63862 -1.90726 -6.96630 -0.01 0.01 0.00
C 0.28592 2.40862 1.79518 0.01 -0.12 0.10
H 2.10056 0.55435 -2.91610 -0.01 0.02 -0.01
N 5.17837 0.47432 0.02590 0.00 0.04 0.02
C -3.39931 -0.00892 4.18381 -0.05 -0.01 -0.09
H -0.65195 5.86622 -1.12964 0.00 0.02 0.02
H 1.64689 3.94151 4.46675 0.00 0.00 0.00
H -0.02366 -0.36711 4.15441 0.03 -0.02 0.00
H 2.13975 4.01714 -2.36059 0.00 -0.01 0.02
N 1.35659 1.81588 1.26341 0.00 0.17 -0.26
C 5.79729 -0.53594 -0.81069 -0.01 0.01 0.02
C -0.00291 -3.45197 1.02677 0.01 0.03 -0.32
C -2.97746 -0.33339 0.53342 0.01 0.01 0.04
H -3.74216 -3.50243 -6.17521 0.01 0.02 -0.02
H 0.25844 -0.21355 -6.72241 0.00 0.00 0.00
H 6.82144 1.84022 0.27088 0.00 0.02 0.01
C 1.33285 0.26873 -4.90925 0.02 0.00 -0.01
C -2.07858 -0.09118 4.65420 0.07 0.01 0.03
H 2.52288 -2.90353 4.27956 0.00 0.00 -0.01
N -2.92661 -1.90119 -5.12366 0.07 -0.03 0.03
H -4.06849 -0.27472 0.36272 0.02 -0.06 -0.01
Se 0.00173 -3.39245 -0.81095 0.06 0.07 0.12
H 1.15929 5.02875 -3.42872 0.01 0.01 0.00
C -0.52805 4.88081 -0.67180 0.04 0.00 -0.08
Ca 0.05474 0.10992 -0.52865 0.45 -0.10 0.02
H -2.38692 -3.89076 4.38751 -0.01 0.01 0.00
H 1.94074 -2.88849 1.41749 -0.04 -0.04 0.01
Cl -4.69771 0.21657 5.32525 -0.02 0.01 0.01
H -5.82571 -3.02243 -5.25229 0.00 0.01 0.01
C 0.76977 -3.22479 5.49917 0.03 0.03 0.04
O -0.13326 2.08957 -1.37318 -0.07 -0.11 0.11
H -1.41687 4.68480 -0.06620 -0.02 -0.02 -0.01
C -1.03963 -0.28539 3.78896 -0.01 -0.01 0.00
C -1.32530 -3.68583 4.36452 0.05 -0.01 -0.05
C -1.77325 -1.65139 -5.78000 0.00 0.01 -0.04
H -1.66220 2.92842 -3.97091 0.01 -0.01 -0.01
C 2.68612 2.77731 3.00284 -0.08 -0.05 -0.03
C -3.65071 -0.09900 2.84514 0.04 0.00 0.09
H -2.47050 -3.74433 0.36333 -0.02 -0.01 -0.01
O -0.26668 -0.64485 1.59524 -0.08 0.19 0.19
H -1.89560 -0.00670 5.71838 0.01 0.00 0.00
C 1.33642 0.09719 -3.53445 0.01 0.01 -0.09
H 5.37039 -0.50612 -1.81203 0.00 -0.02 0.00
C 1.46365 -3.12154 4.30193 -0.03 0.01 -0.04
H -4.32519 -1.89583 -6.66948 0.01 -0.01 -0.01
C 0.31512 -0.30926 -5.64621 -0.01 -0.02 0.02
H 5.61602 -1.52158 -0.38892 0.01 0.00 -0.01
C -4.03491 -2.51208 -5.81269 -0.04 -0.01 -0.04
O -2.24459 -0.41380 -0.44968 -0.07 0.07 0.03
C 3.88187 0.43494 0.42145 -0.10 -0.19 -0.08
H -2.73252 -4.90334 1.69084 -0.01 0.00 -0.01
C -0.66657 -1.03400 -4.98276 0.02 -0.01 0.10
C 1.56300 3.36186 3.55705 -0.05 0.00 -0.01
O -5.06566 -2.59057 -4.85342 -0.01 0.00 0.04
H 3.65387 2.87450 3.47272 0.00 -0.01 -0.01
H -0.56461 3.64900 3.31488 0.00 0.01 0.01
H 1.30146 -3.08682 6.43161 0.00 0.00 -0.01
H -3.07788 -1.61482 -4.17068 -0.02 0.01 -0.01
N 3.69793 1.55945 1.17937 0.04 0.05 -0.09
Si -0.28879 3.55311 -1.99808 -0.01 -0.13 0.01
H 4.94661 3.24091 1.70395 0.02 -0.01 -0.01
C 1.24705 4.03037 -2.99186 -0.06 0.05 0.02
H -1.26954 -1.76336 -3.03277 -0.02 0.01 -0.02
H 0.33035 4.93399 0.00370 0.02 -0.01 -0.01
H -0.65560 2.25023 1.28196 0.03 0.00 -0.04
C 2.52097 2.04342 1.83021 0.02 -0.12 0.15
N 1.08813 -3.27149 1.80287 0.02 0.03 -0.02
H -1.87965 4.64479 -3.61296 0.00 0.01 0.00
C 0.33724 3.19501 2.93043 0.03 0.00 0.03
S 2.85201 -0.82916 -0.01145 -0.08 0.04 0.01
C 4.88273 2.28882 1.21251 0.12 0.04 -0.03
C -0.63186 -3.57340 3.17125 0.05 -0.02 0.08
C -0.59714 -3.50248 5.53099 -0.04 -0.02 0.01
H 2.10839 0.85568 -5.38128 -0.01 0.00 -0.02
N 0.41719 -0.62124 -2.89399 0.03 0.16 -0.04
C -0.56119 -1.17225 -3.60533 -0.05 -0.04 -0.05
```
Forces are in eV/Å.

The multiplicity is 1. For the LUMO energy, the calculation gives 0.21 eV. The orbital gap is 7.67 eV.

=====

ORCA calculation (ωB97M-V/def2-TZVPD) on a cluster of 2 separate species, C4H5NO in total at a distorted geometry.

```
11
Properties=species:S:1:pos:R:3:forces:R:3
H -2.45320 0.06570 0.74079 0.33 -0.04 -0.04
H -1.71402 -1.30506 -0.05126 -0.20 -0.06 -0.03
C -1.71267 -0.21572 -0.02075 -0.01 -0.17 -0.06
H -0.12970 1.95823 0.62147 0.17 0.21 -0.07
C -0.33543 0.12432 0.37614 0.41 -0.02 -0.20
C 0.54761 1.14055 0.25106 -0.21 -0.42 0.14
O 1.75348 1.29879 0.02873 -0.16 -0.14 0.01
H -2.04478 0.16400 -0.99415 0.18 -0.04 0.11
N 0.96304 -1.43357 -0.18848 0.81 0.97 0.00
H 3.07987 -0.78070 -0.45697 -0.16 -0.02 0.06
C 2.04580 -1.01654 -0.30657 -1.16 -0.25 0.09
```
Forces are in eV/Å.

The multiplicity is 1. For the LUMO energy, the calculation gives 0.07 eV. The orbital gap is 8.61 eV.

=====

ORCA calculation (ωB97M-V/def2-TZVPD) on a structure of composition C5H9O3Tl at a distorted geometry.

```
18
Properties=species:S:1:pos:R:3:forces:R:3
H 2.61649 3.54778 0.25574 -0.24 -0.10 0.31
H 0.64993 -1.32568 0.69657 -0.32 0.04 -0.11
H -0.61036 -3.37627 0.06791 -0.05 0.10 0.21
C 2.35929 2.50836 0.05176 1.87 -0.30 -0.19
C -0.44563 -1.33748 0.77077 1.03 -0.74 1.90
H 0.54758 2.99158 -0.88666 -0.38 -0.40 0.29
C 1.13970 2.21063 -0.39730 -3.13 -3.23 -2.47
H 3.19003 1.80926 -0.05869 -0.15 -0.13 0.47
C -0.97300 -2.74593 0.89089 -0.13 -0.14 -0.30
H -2.07155 -2.75616 0.89689 0.21 -0.05 0.14
H -0.61467 -3.18138 1.83260 -0.14 0.13 -0.25
Tl -2.26954 -0.75773 -1.90588 -6.93 -5.56 -5.09
C -0.61683 0.60498 -0.76542 2.16 2.54 0.62
H -0.54268 1.64832 0.09899 -1.21 -1.36 -0.32
O -1.35772 0.91175 -1.80756 2.08 4.36 0.96
O 0.72720 0.70143 -0.94901 2.72 2.96 0.84
H -0.75427 -0.71913 1.62519 0.00 -0.11 -0.28
O -0.97398 -0.73433 -0.41679 2.62 1.98 3.27
```
Forces are in eV/Å.

The multiplicity is 1. For the LUMO energy (spin up / spin down), the calculation gives -13.30 / -11.92 eV. The orbital gap (spin up / spin down) is 5.37 / 7.78 eV. As for the net charge: +2.

=====

ORCA calculation (ωB97M-V/def2-TZVPD) on a structure of composition C4H6InLiO7 at a distorted geometry.

```
19
Properties=species:S:1:pos:R:3:forces:R:3
O 2.71353 0.97831 -2.87805 -0.96 0.09 0.61
Li -1.36758 -4.43206 2.97522 0.05 0.90 -0.28
O 0.01747 1.15027 -0.71067 -0.15 0.32 1.88
C -1.39038 -2.36839 2.15652 0.90 0.21 0.91
O -1.42101 -1.09976 1.71532 -0.34 0.28 0.00
O 2.27373 1.54819 -0.77207 -0.44 -0.58 -1.59
O 1.12633 2.53227 -2.43353 2.48 -1.55 -1.82
C -0.59511 -0.74647 0.61168 0.08 -0.31 -0.24
H 1.03187 1.45166 -0.28124 -1.09 -0.74 -1.51
H -0.54301 1.30620 1.26349 -0.33 -0.16 -0.12
H -0.88327 -1.32698 -0.27598 0.18 0.12 0.18
C 1.90672 1.62594 -1.99539 3.87 1.95 1.10
C -0.80091 0.73704 0.35546 -0.50 -0.35 0.41
H -1.85078 0.92032 0.08200 0.13 -0.02 0.32
H 0.45924 -0.95176 0.84672 -0.24 0.00 -0.11
O -0.70310 -3.23121 1.55690 -0.15 -0.60 -0.39
In -0.62706 3.09885 -1.72946 -2.73 0.98 0.89
O -1.96067 -2.58685 3.25473 -0.48 -0.50 -0.13
H 2.61400 1.39445 -3.74165 -0.28 -0.04 -0.12
```
Forces are in eV/Å.

The multiplicity is 1. For the LUMO energy, the calculation gives -0.54 eV. The orbital gap is 8.23 eV.

=====

What did we get for E? Answer: -602.8942, -4862.9012, -907.7571, -2765.2003, -6305.1446, -285.2563, -593.1123, -880.4478 hartree, in the order shown.
What did we get for relative energy (zero: lowest compared OMol25 entry of this formula, charge and spin)? Answer: 40.80, 0.00, 5.13, 82.94, 15.28, 99.35, 212.01, 2.54 kcal per mole, in the order shown.